No. 1
{
  "formula": "C37H25MnN8O2S6",
  "method": "ωB97M-V/def2-TZVPD",
  "elements": ["Mn", "C", "C", "O", "N", "C", "C", "C", "C", "C", "C", "N", "H", "H", "H", "H", "H", "H", "H", "H", "H", "H", "S", "N", "C", "C", "C", "C", "C", "N", "C", "C", "N", "C", "C", "C", "C", "C", "N", "H", "H", "H", "H", "H", "H", "S", "C", "C", "N", "C", "S", "C", "N", "O", "C", "C", "C", "C", "C", "S", "C", "C", "C", "C", "S", "C", "C", "C", "C", "S", "H", "H", "H", "H", "H", "H", "H", "H", "H"],
  "xyz": [[-0.05929, 0.26305, -0.48727], [0.17841, -3.59186, 2.14023], [-0.39918, -2.23210, 1.82207], [-0.43040, -1.80185, 0.68446], [-0.97818, -1.58142, 2.85918], [-1.77924, -0.39328, 2.62254], [-1.00010, 0.88977, 2.74917], [-1.17873, 1.72206, 3.84059], [-0.45531, 2.90666, 3.91910], [0.44049, 3.19175, 2.89419], [0.56874, 2.29697, 1.84996], [-0.13697, 1.16504, 1.76097], [-0.29309, -4.31087, 1.47372], [0.01174, -3.89099, 3.17116], [1.24364, -3.60293, 1.92339], [-0.76749, -1.83437, 3.81182], [-2.61919, -0.39924, 3.32296], [-2.15190, -0.47653, 1.59162], [-1.88631, 1.45482, 4.61384], [-0.58091, 3.57913, 4.75467], [1.03071, 4.09363, 2.90403], [1.25975, 2.48373, 1.03751], [-7.76786, 0.56336, -2.01453], [-6.67519, 1.64752, -1.44060], [-5.48581, 1.05855, -1.42075], [-4.27281, 1.66036, -0.97832], [-4.20830, 2.96912, -0.52144], [-2.98171, 3.46596, -0.12336], [-1.86062, 2.64813, -0.20702], [-1.87646, 1.38438, -0.61050], [-3.08343, 0.86639, -1.00239], [-3.11715, -0.47209, -1.46259], [-1.94549, -1.15490, -1.46525], [-1.93873, -2.38787, -1.91224], [-3.07835, -3.05622, -2.37059], [-4.28630, -2.38911, -2.37435], [-4.32941, -1.07513, -1.91859], [-5.51691, -0.29027, -1.88615], [-6.73010, -0.69042, -2.24494], [-5.10630, 3.56726, -0.50361], [-2.86979, 4.47744, 0.22975], [-0.89811, 3.07052, 0.04972], [-0.97646, -2.88183, -1.92822], [-3.00499, -4.07037, -2.72738], [-5.19976, -2.84791, -2.72309], [0.78789, 2.52238, -1.81541], [0.43876, 2.10571, -3.44881], [0.24602, 3.17370, -4.33598], [0.08971, 4.05998, -5.05346], [0.36749, 0.80825, -3.92616], [0.59818, -0.61419, -2.98540], [0.11224, 0.57284, -5.28507], [-0.10453, 0.33846, -6.39026], [1.64211, -0.12734, -0.01117], [2.94103, -0.41686, 0.27294], [3.30351, -1.83034, -0.15144], [2.51416, -2.72209, -0.80165], [3.16645, -3.95137, -1.05834], [4.44202, -3.97134, -0.60046], [4.88400, -2.48186, 0.15025], [3.12751, -0.30360, 1.77949], [3.00953, -1.30303, 2.69821], [3.10023, -0.85538, 4.03392], [3.27849, 0.48622, 4.11783], [3.33627, 1.22260, 2.56526], [3.86269, 0.51868, -0.49313], [3.68724, 0.92530, -1.77770], [4.68515, 1.82468, -2.21784], [5.62630, 2.05894, -1.27182], [5.31132, 1.19179, 0.18275], [1.50077, -2.49034, -1.08339], [2.70000, -4.77937, -1.56353], [5.16147, -4.76500, -0.65590], [2.89812, -2.33854, 2.43379], [3.04877, -1.50925, 4.88681], [3.39222, 1.09157, 4.99566], [2.86455, 0.58947, -2.38447], [4.68186, 2.28343, -3.19051], [6.49130, 2.69185, -1.31853]],
  "spin_multiplicity": 6,
  "gap_ev": [4.16, 4.18],
  "homo_ev": [-3.128, -3.156],
  "lumo_energy_ev": [1.03, 1.03],
  "total_charge": -1
}



No. 2
{
  "formula": "C37H27Cl3FN5O10PtS",
  "method": "ωB97M-V/def2-TZVPD",
  "elements": ["Pt", "C", "C", "C", "C", "C", "C", "C", "F", "C", "C", "C", "O", "C", "C", "N", "C", "C", "O", "O", "H", "H", "H", "H", "H", "H", "H", "H", "H", "H", "H", "O", "C", "O", "C", "C", "C", "C", "C", "C", "N", "O", "O", "N", "O", "O", "H", "H", "H", "Cl", "C", "C", "C", "C", "C", "C", "N", "C", "C", "N", "C", "O", "C", "C", "C", "Cl", "S", "C", "C", "C", "Cl", "C", "H", "H", "H", "H", "H", "H", "H", "H", "H", "H", "H", "H", "H"],
  "xyz": [[-1.34348, 0.04059, -0.70399], [0.13203, 6.29442, 2.36709], [0.48212, 6.16621, 0.88600], [1.84368, 6.77559, 0.57665], [2.95453, 5.98426, 1.25736], [2.84921, 4.52621, 0.89590], [3.94192, 3.68528, 1.00196], [3.83629, 2.35575, 0.62400], [4.91709, 1.55737, 0.76988], [2.68659, 1.84040, 0.08853], [1.57200, 2.67349, -0.02783], [0.34858, 2.18255, -0.66496], [0.39632, 0.98141, -1.21293], [-0.74876, 2.98705, -0.61861], [-0.71929, 4.10473, 0.29807], [0.47567, 4.77777, 0.39464], [1.63491, 4.00360, 0.42020], [-2.04902, 2.71205, -1.28862], [-2.80756, 3.61737, -1.56484], [-2.31973, 1.45691, -1.59734], [0.17728, 7.34391, 2.66205], [0.83053, 5.73779, 2.99107], [-0.86896, 5.92273, 2.57259], [-0.28105, 6.68805, 0.30377], [1.84854, 7.81559, 0.90406], [2.00086, 6.76703, -0.50482], [2.90744, 6.10914, 2.34277], [3.93065, 6.36007, 0.94609], [4.88765, 4.05911, 1.37471], [2.62845, 0.81747, -0.25385], [-1.57595, 4.76099, 0.21195], [-0.89369, 3.46733, 1.88621], [-0.93617, 2.17611, 2.05186], [-1.72983, 1.40281, 1.54428], [0.24295, 1.67311, 2.86651], [0.55629, 0.32348, 2.88436], [1.73336, -0.07871, 3.49232], [2.61288, 0.79982, 4.09192], [2.25885, 2.13413, 4.05418], [1.10307, 2.58762, 3.45798], [3.18261, 3.13038, 4.64179], [2.89493, 4.30394, 4.50900], [4.16338, 2.71307, 5.21661], [2.09221, -1.51470, 3.47060], [1.29643, -2.28204, 2.96509], [3.15526, -1.83515, 3.95414], [-0.08386, -0.39265, 2.39699], [3.53336, 0.46807, 4.54535], [0.88718, 3.64070, 3.41612], [-6.17773, -5.79637, -1.62305], [-4.45425, -5.62579, -1.71023], [-3.88651, -4.36214, -1.63995], [-2.51492, -4.24422, -1.73682], [-1.68728, -5.35465, -1.90462], [-0.19140, -5.16781, -2.05225], [0.51232, -4.93731, -0.70779], [0.02856, -3.73300, -0.04312], [-0.90317, -3.68179, 0.96762], [-1.25991, -2.38162, 1.09535], [-0.55508, -1.63112, 0.17170], [0.21252, -2.47791, -0.48759], [0.14134, -4.05075, -2.85319], [-0.21905, -4.13940, -4.23437], [-1.58198, -3.58512, -4.53342], [-1.97208, -2.31124, -4.25009], [-1.01807, -1.11221, -3.47238], [-3.60277, -2.00140, -4.65174], [-3.79401, -3.59515, -5.24708], [-2.65117, -4.32120, -5.12470], [-2.29619, -6.60168, -1.93970], [-1.34096, -8.05429, -2.09480], [-3.67249, -6.75558, -1.85044], [-4.51247, -3.48864, -1.52492], [-2.06746, -3.25856, -1.71084], [0.24572, -6.07071, -2.48916], [1.58429, -4.84656, -0.87656], [0.33002, -5.77858, -0.04078], [-1.22289, -4.56631, 1.48872], [-1.94920, -1.92126, 1.78287], [0.87607, -2.21543, -1.29227], [-0.16060, -5.17974, -4.57072], [0.54629, -3.57164, -4.76420], [-4.74080, -3.91026, -5.65381], [-2.56349, -5.35479, -5.43058], [-4.11886, -7.73804, -1.89192]],
  "spin_multiplicity": 1,
  "gap_ev": [7.03, 7.03],
  "homo_ev": [-8.077, -8.077],
  "lumo_energy_ev": [-1.05, -1.05],
  "total_charge": 0
}



No. 3
{
  "formula": "C37H27F5O2P2RhSSe4Te",
  "method": "ωB97M-V/def2-TZVPD",
  "elements": ["Rh", "Se", "Se", "Te", "Se", "O", "P", "C", "P", "O", "C", "C", "C", "C", "C", "C", "C", "C", "C", "C", "C", "C", "C", "C", "C", "C", "C", "C", "C", "C", "C", "C", "C", "C", "H", "H", "H", "H", "H", "H", "H", "H", "H", "H", "H", "H", "H", "H", "H", "H", "H", "H", "H", "H", "H", "H", "F", "C", "C", "F", "C", "F", "C", "S", "C", "F", "C", "F", "Se", "C", "C", "C", "C", "C", "C", "H", "H", "H", "H", "H"],
  "xyz": [[0.84393, 1.87244, 2.69141], [0.89282, 2.41355, 5.02501], [-1.18733, 1.73363, 5.81960], [-2.67243, 3.05107, 4.31139], [-1.19629, 3.18768, 2.24153], [0.98558, 1.57217, 0.51281], [0.04182, 1.44083, -0.63908], [-1.48426, 0.53139, -0.33599], [-1.29888, -1.27323, -0.21005], [0.06502, -1.81768, -0.01106], [-1.95503, -1.83838, -1.80955], [-1.07139, -2.48545, -2.66703], [-1.50200, -2.90786, -3.91933], [-2.81294, -2.68626, -4.31533], [-3.70063, -2.04229, -3.45969], [-3.27167, -1.62049, -2.21061], [-2.48819, -1.79950, 1.04007], [-2.21751, -3.00690, 1.68080], [-3.07520, -3.47818, 2.66470], [-4.20146, -2.74626, 3.01237], [-4.47358, -1.54177, 2.37766], [-3.61878, -1.06819, 1.39465], [0.84302, 0.62451, -2.02402], [0.33626, 0.71815, -3.31986], [0.94509, 0.02339, -4.35315], [2.06157, -0.76123, -4.08963], [2.56932, -0.84565, -2.80073], [1.96162, -0.15493, -1.76239], [-0.47646, 3.07666, -1.20716], [-1.65696, 3.34990, -1.89370], [-1.95329, 4.64629, -2.28592], [-1.07330, 5.67940, -1.99098], [0.10277, 5.41414, -1.30494], [0.40148, 4.11812, -0.91328], [-2.17568, 0.72787, -1.15918], [-1.87863, 0.97905, 0.58179], [-0.04849, -2.64029, -2.34090], [-0.80841, -3.40559, -4.58659], [-3.14780, -3.01584, -5.29138], [-4.72651, -1.87550, -3.76541], [-3.97157, -1.13281, -1.53901], [-1.31252, -3.54792, 1.42701], [-2.85018, -4.40553, 3.17741], [-4.85671, -3.10315, 3.79741], [-5.33357, -0.95360, 2.67129], [-3.81588, -0.10323, 0.94128], [-0.52997, 1.33784, -3.52713], [0.54995, 0.09231, -5.35950], [2.54054, -1.30564, -4.89556], [3.44423, -1.44907, -2.59737], [2.33997, -0.22211, -0.75165], [-2.36601, 2.56073, -2.11689], [-2.87814, 4.85194, -2.81033], [-1.31166, 6.69412, -2.28652], [0.78251, 6.21972, -1.05656], [1.30321, 3.90596, -0.35002], [2.35704, -4.54465, 4.79740], [1.71781, -3.46280, 4.34206], [2.27010, -2.70010, 3.33203], [3.44815, -3.05951, 2.80686], [1.59557, -1.59349, 2.85206], [2.15692, -0.94370, 1.84674], [0.37338, -1.18588, 3.38499], [-0.57148, 0.15927, 2.74590], [-0.16076, -1.98690, 4.38821], [-1.35894, -1.71727, 4.90698], [0.49105, -3.11031, 4.86442], [-0.06307, -3.86549, 5.82371], [3.25382, 1.57043, 3.03220], [3.94951, 1.44200, 1.24895], [3.83392, 2.49803, 0.34491], [4.40734, 2.42033, -0.91660], [5.11858, 1.28648, -1.29299], [5.23734, 0.23076, -0.40180], [4.65054, 0.30340, 0.85741], [3.29240, 3.38557, 0.64975], [4.30153, 3.24923, -1.60788], [5.56922, 1.22625, -2.27673], [5.78502, -0.66193, -0.68578], [4.73357, -0.52803, 1.54654]],
  "spin_multiplicity": 1,
  "gap_ev": 5.95,
  "homo_ev": -3.897,
  "lumo_energy_ev": 2.06,
  "total_charge": -1
}



Computed values of energy relative to the best compared isomer or geometry (same formula, charge and spin) (unit: kcal per mole) for the preceding records, in sequence: 30.2, 54.7, 1.6.